C18H21N3O7S in the gas phase at a distorted geometry, computed with ωB97M-V with the def2-TZVPD basis set.

Structure (ORCA input):
```
! wB97M-V def2-TZVPD RIJCOSX def2/J DEFGRID3
* xyz 0 1
C 2.1846 5.8374 -1.8709
H 3.0453 5.6868 -2.5251
O 2.0622 4.8043 -0.9171
C 1.7464 3.5340 -1.2753
C 1.4465 2.6977 -0.2023
C 1.1125 1.3690 -0.3713
C 1.0790 0.8475 -1.6520
C 1.3813 1.6590 -2.7393
C 1.7153 2.9966 -2.5791
O 2.0322 3.8135 -3.6334
C 1.9231 3.3080 -4.9410
H 0.9064 2.9666 -5.1588
H 2.1693 4.1440 -5.5941
H 2.6306 2.4918 -5.1202
H 1.3428 1.2171 -3.7217
N 0.7613 -0.5153 -1.9205
S 1.8186 -1.6318 -1.2810
O 2.2504 -1.3103 0.0492
O 1.2202 -2.9284 -1.4620
C 3.2183 -1.4494 -2.4022
H 3.5421 -0.4183 -2.3513
H 2.8805 -1.7146 -3.3946
H 4.0041 -2.1154 -2.0690
C -0.6468 -0.8723 -1.9727
H -1.1518 -0.1798 -2.6498
H -0.7043 -1.8917 -2.3578
C -1.2944 -0.7767 -0.5865
O -2.0245 0.1322 -0.2661
N -0.9185 -1.7974 0.2272
C -1.1249 -1.8159 1.6246
C -0.0006 -1.8869 2.4385
C -0.1327 -1.9004 3.8162
C -1.3916 -1.8336 4.3748
C -2.5163 -1.7663 3.5562
C -2.4205 -1.7767 2.1589
C -3.5999 -1.8093 1.2499
H -3.8530 -0.7928 0.9479
H -3.3582 -2.3728 0.3507
H -4.4739 -2.2411 1.7283
N -3.7852 -1.6982 4.2351
O -4.7255 -1.1811 3.6716
O -3.8349 -2.1590 5.3583
H -1.5316 -1.8290 5.4449
H 0.7412 -1.9497 4.4457
H 0.9754 -1.9134 1.9747
H -0.1872 -2.4117 -0.1144
H 0.8888 0.7503 0.4810
H 1.4771 3.1342 0.7827
H 1.2815 5.9352 -2.4766
H 2.3275 6.7450 -1.2848
*
```

Computed properties:
Orbital gap ... 8.449 eV
SMILES string ... COc1ccc(N(CC(=O)Nc2cccc([N+](=O)[O-])c2C)S(C)(=O)=O)cc1OC
ΔE to the lowest compared entry with this formula, charge and spin ... 67.1 kcal per mole
LUMO energy ... -0.08 eV
DFT total energy ... -1787.53348 Eh

C22H25AsMnN3O4S as an isolated structure, computed with ωB97M-V with the def2-TZVPD basis set.

Structure (ORCA input):
```
! wB97M-V def2-TZVPD RIJCOSX def2/J DEFGRID3
* xyz 1 6
Mn 0.8652 0.5294 -0.7605
O 3.0546 1.2813 -4.4908
C 2.3658 0.8576 -3.4474
O 1.8291 1.5748 -2.6356
C 2.2935 -0.6380 -3.3494
C 2.9269 -1.5149 -4.2159
C 2.7639 -2.8700 -3.9894
C 1.9795 -3.3023 -2.9282
C 1.3844 -2.3466 -2.1195
N 1.5486 -1.0480 -2.3335
C 0.4923 -2.6212 -0.9285
O 0.2583 -3.8757 -0.5748
O 0.0000 -1.7055 -0.3226
H 3.0660 2.2531 -4.4909
H 3.5253 -1.1433 -5.0347
H 3.2429 -3.5926 -4.6360
H 1.8549 -4.3644 -2.7651
H 0.7017 -4.5194 -1.1394
C -2.4046 0.4980 -1.5941
N -1.2468 1.0885 -0.9084
C -1.4572 2.1861 -0.2543
C -0.4065 2.8537 0.4342
C -0.3963 4.0199 1.2023
C 0.9280 4.1970 1.6124
C 1.6559 3.1332 1.0706
N 0.8593 2.3177 0.3608
C -3.5101 0.0612 -0.6620
C -4.7982 0.5532 -0.8343
C -5.8286 0.1650 0.0132
C -5.5770 -0.7214 1.0477
C -4.2924 -1.2212 1.2264
C -3.2689 -0.8332 0.3779
H -2.0445 -0.3491 -2.1815
H -2.8164 1.2160 -2.3089
H -2.4595 2.6182 -0.2183
H -1.2430 4.6496 1.4271
H 1.3201 4.9998 2.2161
H 2.7094 2.9154 1.1727
H -5.0006 1.2516 -1.6386
H -6.8249 0.5604 -0.1347
H -6.3758 -1.0245 1.7114
H -4.0924 -1.9215 2.0277
H -2.2735 -1.2403 0.5107
C 2.0491 -2.0693 3.3988
As 1.9586 -0.3123 2.6323
C 2.9216 0.8590 3.7999
C 0.1107 0.1797 2.7949
S 2.8404 -0.3819 0.7037
H 1.7063 -2.0510 4.4327
H 3.0803 -2.4113 3.3503
H 1.4181 -2.7333 2.8111
H 2.5637 0.7137 4.8188
H 2.7508 1.8854 3.4850
H 3.9808 0.6213 3.7317
H -0.1557 0.0004 3.8371
H -0.4928 -0.4558 2.1489
H -0.0404 1.2281 2.5407
*
```

Computed properties:
Orbital gap (alpha / beta) ... 6.121 / 6.064 eV
ΔE to the lowest compared entry with this formula, charge and spin ... 0.0 kcal per mole
LUMO energy (alpha / beta) ... -3.78 / -3.86 eV
DFT total energy ... -5103.45278 Eh

C2H3Cl3N2 in the gas phase at a distorted geometry, computed with ωB97M-V with the def2-TZVPD basis set.

Structure (ORCA input):
```
! wB97M-V def2-TZVPD RIJCOSX def2/J DEFGRID3
* xyz 0 1
C -0.0408 -0.4094 0.2288
C -1.2147 0.8355 -0.2709
N -0.5600 -1.5197 0.4830
N 1.2797 -0.0334 0.1632
Cl -0.9268 2.2260 0.7480
Cl 1.7937 1.1804 -0.9926
Cl 2.3946 -1.3477 0.3274
H -2.0541 0.2513 -0.0409
H -0.7720 1.1217 -1.3085
H 0.1005 -2.3047 0.6625
*
```

Computed properties:
Orbital gap ... 9.203 eV
SMILES string ... [H]/N=C(/CCl)N(Cl)Cl
ΔE to the lowest compared entry with this formula, charge and spin ... 75.2 kcal per mole
LUMO energy ... -0.65 eV
DFT total energy ... -1567.97075 Eh